Molecular formula: C2HCl3O3
Method: DFT, ωB97M-V/def2-TZVPD

Structure (XYZ):
```
9
Properties=species:S:1:pos:R:3:mulliken_charge:R:1
O -0.273 -1.171 1.502 -0.256
C -0.908 -0.829 0.591 0.469
Cl -2.147 0.405 0.692 -0.099
Cl -0.948 -1.811 -0.898 -0.086
O 0.884 1.193 0.975 -0.365
C 1.031 0.642 -0.042 0.462
O 0.448 0.760 -1.245 -0.398
Cl 2.142 -0.645 -0.309 -0.095
H -0.230 1.457 -1.266 0.368
```

Its net charge is 0. The LUMO energy is -0.3 eV. The highest occupied orbital energy comes out at -11.332 eV. The value obtained for the energy above the lowest of the compared OMol25 structures with the same formula, charge and spin is 0.0 kcal/mol. Its SMILES is O=C(Cl)Cl.O=C(O)Cl. The HOMO-LUMO gap is 11.04 eV. As for the spin multiplicity: 1.

Molecular formula: C2H6O2S2
Method: DFT, ωB97M-V/def2-TZVPD

Structure (XYZ):
```
12
Properties=species:S:1:pos:R:3:mulliken_charge:R:1
O 1.728 0.871 -1.472 -0.411
C 0.733 1.458 -1.724 0.149
O -0.364 0.795 -2.164 -0.409
H 0.702 2.554 -1.669 0.337
H -1.152 1.074 -1.682 0.322
C 0.712 -0.870 1.086 -0.750
S -0.736 0.171 1.260 -0.119
S -2.354 -1.081 0.991 -0.191
H 1.033 -1.341 2.020 0.363
H 1.511 -0.317 0.605 0.237
H 0.539 -1.769 0.498 0.314
H -2.352 -1.545 2.251 0.158
```

Its net charge is 0. The LUMO energy is 0.5 eV. The highest occupied orbital energy comes out at -9.246 eV. The value obtained for the energy above the lowest of the compared OMol25 structures with the same formula, charge and spin is 11.5 kcal/mol. Its SMILES is O=CO.CSS. The HOMO-LUMO gap is 9.71 eV. As for the spin multiplicity: 1.

Molecular formula: C4H6N2O3
Method: DFT, ωB97M-V/def2-TZVPD

Structure (XYZ):
```
15
Properties=species:S:1:pos:R:3:mulliken_charge:R:1
O 2.840 0.989 -0.696 -0.448
N 2.951 0.006 -0.092 1.025
O 3.871 -0.553 0.403 -0.542
O 1.756 -0.832 -0.067 -0.331
C 0.543 -0.242 -0.005 0.528
N 0.346 0.916 0.367 -0.541
C -1.115 1.250 0.381 -0.467
C -1.792 -0.114 -0.166 -0.434
C -0.632 -1.126 -0.233 -0.407
H -1.112 2.167 -0.156 0.304
H -1.554 1.578 1.418 0.216
H -2.240 0.084 -1.109 0.324
H -2.479 -0.458 0.637 0.251
H -0.664 -1.814 -1.209 0.261
H -0.718 -1.851 0.529 0.260
```

Its net charge is 0. The LUMO energy is 0.4 eV. The highest occupied orbital energy comes out at -10.217 eV. The value obtained for the energy above the lowest of the compared OMol25 structures with the same formula, charge and spin is 141.8 kcal/mol. Its SMILES is O=[N+]([O-])OC1=NCCC1. The HOMO-LUMO gap is 10.59 eV. As for the spin multiplicity: 1.

Molecular formula: C21H24BrF3N5O3PtS2
Method: DFT, ωB97M-V/def2-TZVPD

Structure (XYZ):
```
60
Properties=species:S:1:pos:R:3:mulliken_charge:R:1
Pt 0.438 0.201 -0.805 1.399
C 2.132 3.590 3.492 -0.999
N 1.148 3.788 2.464 0.026
C 1.097 5.040 1.729 -0.615
C 0.112 4.737 0.588 -0.615
N -0.014 3.297 0.672 0.333
C 0.568 2.774 1.757 0.475
S 0.572 1.151 2.169 -0.522
H 3.147 3.730 3.100 0.320
H 2.034 2.575 3.869 0.312
H 1.972 4.299 4.308 0.298
H 2.093 5.306 1.353 0.312
H 0.751 5.852 2.372 0.347
H 0.504 5.038 -0.384 0.308
H -0.852 5.230 0.737 0.315
H -0.573 2.718 0.041 0.071
F 7.008 -1.831 0.106 -0.253
C 6.190 -1.441 1.101 0.722
F 6.771 -0.372 1.680 -0.258
F 6.179 -2.425 2.014 -0.289
C 4.815 -1.112 0.591 0.561
C 4.661 -0.101 -0.342 -1.227
C 3.394 0.198 -0.797 -0.313
N 2.303 -0.461 -0.379 0.345
C 2.453 -1.424 0.542 -0.350
C 3.694 -1.781 1.040 -1.047
H 5.508 0.456 -0.717 0.423
H 3.229 0.992 -1.508 0.572
H 1.520 -1.883 0.851 0.792
H 3.764 -2.565 1.780 0.509
Br -6.971 -1.753 -0.343 -0.228
C -5.243 -1.155 0.175 0.082
C -4.645 -1.695 1.302 -0.252
N -3.444 -1.316 1.721 -0.642
C -2.784 -0.406 1.002 0.166
C -3.317 0.187 -0.138 0.562
C -4.590 -0.180 -0.548 -0.569
C -2.608 1.279 -0.900 -0.235
O -3.290 2.153 -1.411 -0.714
O -1.315 1.295 -0.925 -0.843
H -5.159 -2.451 1.885 0.374
H -1.797 -0.133 1.344 0.558
H -5.032 0.294 -1.414 0.525
C 0.598 -3.082 -1.627 -1.770
C -0.623 -2.577 -0.836 1.753
C -1.700 -2.171 -1.847 -1.569
C -1.155 -3.720 0.034 -1.670
O -0.298 -1.531 0.060 -0.966
H 0.324 -3.926 -2.264 0.525
H 1.386 -3.420 -0.952 0.326
H 1.000 -2.292 -2.265 0.287
H -1.845 -2.960 -2.588 0.555
H -1.403 -1.259 -2.371 0.277
H -2.654 -1.996 -1.346 0.172
H -1.485 -4.564 -0.578 0.370
H -1.992 -3.363 0.635 0.285
H -0.373 -4.067 0.714 0.377
S 1.018 1.601 -2.628 -0.420
C 2.065 0.604 -3.487 0.378
N 2.792 -0.061 -4.097 -0.647
```

Its net charge is -1. The LUMO energy is 2.1 eV. The highest occupied orbital energy comes out at -4.750 eV. The value obtained for the energy above the lowest of the compared OMol25 structures with the same formula, charge and spin is 6.3 kcal/mol. The HOMO-LUMO gap is 6.88 eV. As for the spin multiplicity: 1.

Molecular formula: C4H5BNO2
Method: DFT, ωB97M-V/def2-TZVPD

Structure (XYZ):
```
13
Properties=species:S:1:pos:R:3:mulliken_charge:R:1
B -1.318 0.410 -0.257 0.333
C -2.609 1.374 0.043 0.209
C 3.528 0.849 0.561 0.794
C -1.811 -1.097 -0.717 -1.008
C 2.787 -0.161 0.634 -0.736
N -3.580 1.826 0.499 -0.588
O 4.255 1.741 0.317 -0.469
O -0.134 0.710 0.077 -0.821
H -1.070 -1.921 -0.704 0.278
H -2.123 -1.221 -1.804 0.286
H -2.643 -1.539 -0.063 0.259
H 2.971 -1.108 1.238 0.225
H 1.747 0.137 0.176 0.237
```

Its net charge is -1. The LUMO energy is 3.5 eV. The highest occupied orbital energy comes out at -4.724 eV. The value obtained for the energy above the lowest of the compared OMol25 structures with the same formula, charge and spin is 0.0 kcal/mol. The HOMO-LUMO gap is 8.20 eV. As for the spin multiplicity: 1.

Molecular formula: C34H97N5O19
Method: DFT, ωB97M-V/def2-TZVPD

Structure (XYZ):
```
155
Properties=species:S:1:pos:R:3:mulliken_charge:R:1
C -0.981 1.886 0.515 -0.299
O -0.359 0.637 0.253 0.100
C -0.923 -0.473 0.957 0.515
C -0.345 -1.705 0.292 0.917
C -0.965 -2.987 0.891 -1.831
N 1.103 -1.877 0.488 0.926
H -1.827 2.051 -0.157 -0.537
H -0.228 2.606 0.184 0.410
H -1.215 2.140 1.550 0.340
H -0.601 -0.289 1.986 -0.250
H -2.000 -0.600 0.807 -0.489
H -0.523 -1.678 -0.787 -0.551
H -0.515 -3.859 0.419 0.475
H -2.056 -2.932 0.822 0.468
H -0.627 -3.048 1.927 0.219
H 1.590 -2.011 -0.393 -0.391
H 1.532 -1.150 1.045 -0.082
C -6.254 -3.098 2.603 -0.520
O -6.437 -2.110 1.634 -0.401
C -5.456 -1.071 1.714 -0.034
C -5.732 -0.131 0.556 0.261
C -4.477 0.739 0.350 -1.194
N -6.876 0.753 0.889 -0.785
H -6.943 -3.940 2.624 0.352
H -6.181 -2.681 3.616 0.304
H -5.274 -3.588 2.475 0.096
H -5.332 -0.660 2.720 0.373
H -4.536 -1.642 1.489 -0.225
H -6.001 -0.609 -0.384 0.332
H -3.721 0.186 -0.219 0.095
H -3.967 1.006 1.278 0.429
H -4.639 1.597 -0.301 0.384
H -7.572 0.116 1.276 0.328
H -6.564 1.332 1.666 0.248
C 3.076 -5.581 -4.807 -0.914
O 2.444 -4.325 -4.872 -0.299
C 1.046 -4.364 -4.593 -0.663
C 0.537 -2.901 -4.715 0.145
C 0.762 -2.205 -6.069 -1.558
N 0.770 -2.014 -3.561 -0.458
H 4.117 -5.520 -4.486 0.246
H 3.049 -6.083 -5.778 0.299
H 2.595 -6.222 -4.058 0.386
H 0.537 -5.020 -5.301 0.517
H 0.937 -4.716 -3.561 0.352
H -0.537 -3.140 -4.735 0.475
H 0.038 -2.681 -6.737 0.433
H 1.773 -2.257 -6.462 0.271
H 0.386 -1.182 -6.069 0.388
H 0.511 -2.629 -2.783 -0.011
H 1.794 -2.032 -3.512 0.162
C 4.072 0.773 0.545 -0.460
O 5.384 1.288 0.586 -0.432
C 5.482 2.659 0.249 -0.612
C 6.850 2.959 -0.451 0.195
C 6.750 4.296 -1.198 -1.326
N 7.118 1.944 -1.462 -0.766
H 4.091 -0.207 1.021 0.354
H 3.688 0.674 -0.475 0.058
H 3.430 1.396 1.175 0.304
H 4.673 2.900 -0.445 0.363
H 5.536 3.245 1.173 0.262
H 7.634 2.917 0.305 0.401
H 7.727 4.542 -1.617 0.376
H 6.566 5.056 -0.434 0.346
H 6.042 4.264 -2.021 0.316
H 6.340 1.933 -2.125 0.255
H 6.990 1.007 -1.077 0.329
C -3.312 4.024 3.042 -0.266
O -2.866 5.349 3.047 -0.361
C -1.556 5.514 2.495 0.405
C -1.241 6.984 2.652 0.176
C 0.102 7.378 2.049 -1.220
N -1.169 7.432 4.067 -0.755
H -3.098 3.563 4.012 0.335
H -2.976 3.339 2.252 -0.218
H -4.386 3.974 2.829 0.287
H -0.828 4.904 3.039 0.181
H -1.532 5.266 1.430 -0.299
H -2.038 7.581 2.205 0.369
H 0.144 8.465 1.957 0.344
H 0.222 7.008 1.028 0.217
H 0.960 7.139 2.677 0.340
H -0.534 6.762 4.500 0.276
H -2.061 7.319 4.537 0.309
O -2.799 2.670 -2.064 -0.101
C -3.699 2.976 -3.124 -0.582
C -4.132 1.653 -3.759 -0.329
O -3.038 0.928 -4.309 -0.587
H -2.886 3.350 -1.386 -0.032
H -4.583 3.575 -2.909 0.499
H -3.092 3.479 -3.884 0.213
H -4.830 1.809 -4.587 0.401
H -4.699 1.026 -3.058 0.121
H -2.344 0.942 -3.633 0.282
O 4.452 -5.506 -1.444 -0.588
C 3.509 -4.431 -1.399 0.930
C 4.075 -3.212 -2.053 -0.391
O 3.278 -2.096 -1.588 -0.247
H 4.192 -6.116 -0.748 0.359
H 2.528 -4.670 -1.849 -0.249
H 3.186 -4.357 -0.357 -0.413
H 4.218 -3.219 -3.137 0.287
H 5.128 -3.138 -1.747 0.419
H 3.845 -1.343 -1.795 -0.004
O -0.516 -0.266 5.585 -0.563
C 0.659 -0.591 4.871 0.356
C 1.314 0.702 4.404 -0.250
O 2.519 0.399 3.686 -0.485
H -1.073 -1.031 5.736 0.318
H 1.303 -1.366 5.289 0.298
H 0.303 -1.048 3.930 -0.392
H 1.565 1.256 5.318 0.433
H 0.712 1.342 3.756 0.090
H 2.948 1.258 3.617 0.255
O 0.809 4.891 -2.584 -0.579
C -0.569 5.245 -2.783 -0.316
C -1.156 5.432 -1.425 0.838
O -2.572 5.648 -1.554 -0.580
H 1.125 4.445 -3.383 0.406
H -0.588 6.169 -3.368 0.395
H -0.983 4.410 -3.348 -0.060
H -0.649 6.264 -0.932 0.480
H -0.976 4.519 -0.849 -0.886
H -2.631 6.598 -1.411 0.326
O -0.931 0.239 -3.408 -0.212
C -0.112 1.307 -2.947 2.945
C 0.967 1.620 -4.017 -0.960
O 0.808 2.928 -4.530 -0.597
H -0.503 -0.639 -3.376 0.111
H -0.793 2.138 -2.749 -1.286
H 0.297 0.919 -2.008 -0.639
H 1.148 0.787 -4.696 0.215
H 1.894 1.601 -3.426 0.293
H 0.021 2.895 -5.089 0.352
O -3.194 -7.488 2.174 -0.563
C -2.238 -6.450 2.409 -0.228
C -2.454 -5.639 3.640 -0.389
O -3.783 -5.075 3.663 -0.546
H -3.472 -7.497 1.257 0.333
H -1.312 -7.020 2.553 0.288
H -2.045 -5.847 1.520 0.212
H -1.712 -4.859 3.797 0.252
H -2.440 -6.223 4.569 0.329
H -4.349 -5.781 3.325 0.328
O 2.338 -4.246 2.175 -0.470
C 3.386 -4.103 3.139 -0.211
C 2.878 -4.447 4.506 -0.426
O 2.502 -5.839 4.547 -0.546
H 2.310 -3.596 1.461 0.117
H 4.146 -4.777 2.746 0.303
H 3.715 -3.062 3.204 0.269
H 2.047 -3.797 4.802 0.098
H 3.598 -4.298 5.316 0.431
H 2.294 -6.033 5.466 0.291
```

Its net charge is 0. The LUMO energy is 0.2 eV. The highest occupied orbital energy comes out at -9.176 eV. The value obtained for the energy above the lowest of the compared OMol25 structures with the same formula, charge and spin is 87.3 kcal/mol. Its SMILES is COC[C@H](C)N.COC[C@H](C)N.COC[C@H](C)N.COC[C@H](C)N.COC[C@H](C)N.OCCO.OCCO.OCCO.OCCO.OCCO.OCCO.OCCO. The HOMO-LUMO gap is 9.38 eV. As for the spin multiplicity: 1.

Molecular formula: C6H16O
Method: DFT, ωB97M-V/def2-TZVPD

Structure (XYZ):
```
23
Properties=species:S:1:pos:R:3:mulliken_charge:R:1
C 0.380 1.802 -2.436 -1.160
C -0.722 1.444 -1.394 -0.677
C -0.656 -0.008 -0.939 0.665
C -1.189 -0.944 -2.007 -1.588
C -1.421 -0.205 0.389 -0.642
C -1.145 -1.541 1.071 -1.267
H 0.034 1.706 -3.464 0.300
H 1.231 1.125 -2.360 0.311
H 0.774 2.799 -2.286 0.354
H -0.632 2.157 -0.574 0.368
H -1.676 1.603 -1.915 0.302
H 0.386 -0.294 -0.752 0.233
H -2.290 -0.960 -1.979 0.338
H -0.895 -0.632 -3.015 0.369
H -0.882 -1.972 -1.876 0.404
H -2.492 -0.159 0.187 0.319
H -1.164 0.607 1.063 0.347
H -1.455 -2.369 0.441 0.331
H -1.854 -1.683 1.906 0.374
H -0.146 -1.628 1.493 0.319
O 3.939 -0.365 4.454 -0.642
H 4.657 -0.405 5.108 0.322
H 3.332 -1.052 4.783 0.320
```

Its net charge is 0. The LUMO energy is 0.9 eV. The highest occupied orbital energy comes out at -10.691 eV. The value obtained for the energy above the lowest of the compared OMol25 structures with the same formula, charge and spin is 6.6 kcal/mol. Its SMILES is CCC(C)CC.O. The HOMO-LUMO gap is 11.58 eV. As for the spin multiplicity: 1.

Molecular formula: C9H12AsBiCl3N2OS4
Method: DFT, ωB97M-V/def2-TZVPD

Structure (XYZ):
```
33
Properties=species:S:1:pos:R:3:mulliken_charge:R:1
Bi -0.598 1.363 -1.031 1.338
S -2.700 2.371 -2.456 -0.513
As -1.494 4.056 -1.730 0.273
S -1.273 3.400 0.393 -0.429
S 0.504 3.330 -2.393 -0.513
S -2.055 6.005 -2.153 -0.493
Cl -3.964 -3.070 4.536 -0.260
C -2.892 -2.134 3.524 0.530
C -2.896 -2.322 2.157 -0.882
C -2.037 -1.578 1.367 0.906
Cl -2.063 -1.901 -0.350 -0.252
C -1.128 -0.609 1.869 -0.871
O -0.301 0.086 1.175 -0.419
C -1.187 -0.484 3.289 0.714
Cl -0.109 0.664 4.022 -0.241
C -2.031 -1.213 4.099 -0.805
H -3.560 -3.043 1.700 0.392
H -2.019 -1.061 5.170 0.405
N 0.982 -0.122 -3.034 -0.446
C 1.788 -1.223 -2.501 -0.618
C 2.909 -0.721 -1.597 -0.656
C 2.506 -0.180 -0.226 -0.431
N 1.936 1.173 -0.302 -0.555
H 0.238 -0.460 -3.630 0.220
H 1.537 0.534 -3.568 0.202
H 2.242 -1.832 -3.293 0.363
H 1.123 -1.875 -1.929 0.304
H 3.476 0.050 -2.135 0.290
H 3.594 -1.555 -1.432 0.357
H 3.398 -0.197 0.409 0.343
H 1.756 -0.818 0.242 0.194
H 2.528 1.809 -0.820 0.278
H 1.790 1.556 0.628 0.274
```

Its net charge is -1. The LUMO energy is 2.4 eV. The highest occupied orbital energy comes out at -5.092 eV. The value obtained for the energy above the lowest of the compared OMol25 structures with the same formula, charge and spin is 11.9 kcal/mol. The HOMO-LUMO gap is 7.45 eV. As for the spin multiplicity: 1.

What is the highest occupied orbital energy in the fifth record?
-4.724 eV

Look up the net charge of the third one.
0

Among the records above, which one has the highest energy above the lowest of the compared OMol25 structures with the same formula, charge and spin?
C4H6N2O3